49
Properties=species:S:1:pos:R:3:nbo_charge:R:1 method="wB97M-V/def2-TZVPD" max_force_ev_per_a=1.0 smiles="CS(=O)(=O)N(CC(=O)NC1CCCCCC1)Cc1ccc(Cl)cc1" e_lumo_ev=0.382 homo_energy_ha=-0.3308 e_tot_ev=-50516.014 de_lowest_kj_mol=23.5
C 4.184 0.228 -3.099 -0.857
S 2.710 -0.456 -2.304 2.333
O 1.591 0.371 -2.676 -0.963
O 2.648 -1.853 -2.609 -0.944
N 3.051 -0.262 -0.701 -0.698
C 2.751 1.011 -0.092 -0.314
C 1.395 1.070 0.639 0.676
O 1.322 1.339 1.823 -0.639
N 0.352 0.813 -0.155 -0.634
C -1.021 0.793 0.326 -0.049
C -1.832 -0.093 -0.613 -0.395
C -3.313 -0.205 -0.256 -0.407
C -4.100 1.064 -0.587 -0.401
C -4.136 2.110 0.530 -0.393
C -2.829 2.289 1.308 -0.405
C -1.559 2.224 0.460 -0.405
C 3.228 -1.425 0.147 -0.231
C 1.945 -1.887 0.792 -0.078
C 1.662 -1.590 2.119 -0.124
C 0.455 -1.964 2.683 -0.247
C -0.467 -2.653 1.914 -0.040
Cl -1.988 -3.104 2.602 0.005
C -0.191 -2.984 0.596 -0.232
C 1.013 -2.593 0.040 -0.200
H 5.030 -0.372 -2.793 0.242
H 4.040 0.169 -4.170 0.250
H 4.299 1.258 -2.788 0.237
H 3.535 1.258 0.632 0.224
H 2.746 1.757 -0.888 0.229
H 0.515 0.667 -1.145 0.431
H -0.991 0.350 1.330 0.211
H -1.383 -1.088 -0.601 0.218
H -1.738 0.297 -1.630 0.194
H -3.426 -0.457 0.799 0.203
H -3.730 -1.032 -0.835 0.211
H -3.676 1.506 -1.491 0.192
H -5.133 0.796 -0.822 0.209
H -4.917 1.843 1.246 0.200
H -4.422 3.066 0.085 0.199
H -2.873 3.257 1.813 0.212
H -2.758 1.530 2.089 0.197
H -0.779 2.807 0.954 0.224
H -1.728 2.657 -0.527 0.194
H 3.973 -1.177 0.910 0.208
H 3.618 -2.209 -0.505 0.240
H 2.376 -1.045 2.716 0.217
H 0.231 -1.715 3.708 0.231
H -0.911 -3.540 0.017 0.229
H 1.235 -2.827 -0.990 0.240


19
Properties=species:S:1:pos:R:3:nbo_charge:R:1 method="wB97M-V/def2-TZVPD" max_force_ev_per_a=4.1 smiles=CN(C)NC1CC1 e_lumo_ev=1.082 homo_energy_ha=-0.3024 e_tot_ev=-8356.080 de_lowest_kj_mol=391.4
C -0.837 -1.493 1.404 -0.432
N -0.620 -0.523 0.303 -0.313
C -1.706 -0.548 -0.686 -0.426
N -0.355 0.772 0.766 -0.466
C 0.859 1.260 0.187 -0.078
C 2.022 0.299 -0.453 -0.426
C 1.266 1.258 -1.263 -0.455
H -0.102 -1.079 2.154 0.224
H -1.858 -1.697 1.816 0.180
H -0.373 -2.446 1.067 0.196
H -1.636 -1.423 -1.277 0.204
H -2.641 -0.630 -0.057 0.168
H -1.717 0.336 -1.317 0.197
H -0.982 1.429 0.302 0.338
H 1.380 1.869 0.961 0.212
H 1.734 -0.737 -0.386 0.220
H 2.959 0.401 -0.023 0.205
H 1.976 2.151 -1.513 0.224
H 0.633 0.800 -1.986 0.228


124
Properties=species:S:1:pos:R:3:mulliken_charge:R:1 method="wB97M-V/def2-TZVPD" max_force_ev_per_a=2.4 smiles="COC[C@H](C)N.COC[C@H](C)N.COC[C@H](C)N.COC[C@H](C)N.NC(N)=O.NC(N)=O.NC(N)=O.NC(N)=O.NC(N)=O.NC(N)=O.NC(N)=O" e_lumo_ev=-0.269 homo_energy_ha=-0.3068 e_tot_ev=-74368.283 de_lowest_kj_mol=118.8
C 2.620 1.203 6.218 -0.866
O 2.119 1.122 4.914 -0.265
C 3.048 0.655 3.966 -1.117
C 2.557 0.709 2.504 0.743
C 2.365 2.116 2.050 -1.307
N 1.374 -0.201 2.364 -0.396
H 2.011 1.866 6.828 0.239
H 3.691 1.397 6.312 0.337
H 2.511 0.218 6.697 0.313
H 3.951 1.280 3.919 0.528
H 3.444 -0.335 4.219 0.454
H 3.205 0.175 1.799 0.438
H 3.255 2.714 1.861 0.482
H 1.655 2.671 2.670 0.484
H 1.790 2.208 1.120 -0.209
H 0.804 0.084 3.161 0.362
H 1.652 -1.143 2.617 -0.035
C 3.862 6.859 -3.439 -0.807
O 3.597 5.800 -2.565 -0.325
C 2.665 4.818 -2.987 -0.717
C 2.891 3.552 -2.129 0.252
C 4.133 2.865 -2.732 -1.539
N 1.811 2.576 -2.114 -0.156
H 4.504 6.570 -4.282 0.310
H 4.380 7.696 -2.975 0.271
H 2.999 7.280 -3.968 0.315
H 1.695 5.283 -2.782 0.501
H 2.754 4.489 -4.027 0.325
H 3.195 3.883 -1.133 0.339
H 4.598 2.233 -1.973 0.292
H 4.852 3.643 -2.999 0.453
H 3.965 2.310 -3.656 0.322
H 1.683 2.314 -3.093 -0.172
H 0.962 3.094 -1.889 0.092
C -3.865 5.200 1.634 -0.785
O -2.550 4.826 1.300 -0.342
C -2.220 3.621 2.004 -0.642
C -1.046 2.887 1.374 0.923
C -1.462 2.412 -0.030 -0.017
N -0.817 1.733 2.252 -0.351
H -4.649 4.494 1.341 0.291
H -4.005 6.170 1.156 0.282
H -4.058 5.343 2.704 0.320
H -1.857 3.877 3.005 0.410
H -3.086 2.962 2.112 -0.162
H -0.187 3.561 1.357 0.430
H -2.007 1.470 0.011 -0.209
H -0.633 2.243 -0.721 -0.776
H -2.128 3.145 -0.489 0.622
H 0.035 1.223 2.023 0.107
H -1.443 0.996 1.917 -0.056
C -5.569 0.635 3.914 -0.552
O -5.096 -0.702 4.000 -0.437
C -3.821 -0.920 3.410 -0.474
C -3.808 -0.600 1.897 0.785
C -4.814 -1.475 1.199 -1.589
N -2.440 -0.780 1.346 0.790
H -6.437 0.798 3.273 0.244
H -4.781 1.323 3.603 0.121
H -5.841 0.869 4.945 0.331
H -3.039 -0.345 3.915 0.365
H -3.631 -1.987 3.538 0.076
H -4.108 0.428 1.674 0.230
H -5.853 -1.151 1.300 0.368
H -4.819 -2.501 1.583 0.205
H -4.653 -1.648 0.136 0.410
H -2.165 -1.731 1.619 -0.705
H -2.612 -0.747 0.346 -0.176
N -0.295 -3.671 3.348 -0.205
C -1.516 -4.083 2.894 0.635
N -2.148 -4.928 3.720 -0.443
O -1.925 -3.680 1.791 -0.487
H -0.051 -3.995 4.265 0.157
H 0.397 -3.233 2.748 0.153
H -1.685 -5.144 4.580 0.134
H -3.074 -5.243 3.492 0.258
N -1.458 -4.430 -0.920 -0.211
C -2.600 -4.326 -1.636 0.557
N -3.703 -4.077 -0.910 -0.373
O -2.648 -4.278 -2.878 -0.776
H -1.445 -4.494 0.090 0.087
H -0.644 -4.537 -1.535 0.365
H -4.475 -3.647 -1.381 0.266
H -3.570 -4.100 0.087 0.147
N -2.022 -1.527 -3.340 -0.025
C -2.700 -0.397 -3.626 0.372
N -1.909 0.690 -3.829 -0.146
O -3.934 -0.404 -3.665 -0.768
H -2.649 -2.318 -3.238 0.147
H -1.036 -1.677 -3.423 0.159
H -0.923 0.628 -3.656 0.004
H -2.387 1.525 -4.115 0.203
N 1.027 -0.311 -5.247 -0.282
C 1.158 0.920 -5.829 0.553
N 1.132 0.854 -7.210 -0.476
O 1.321 1.957 -5.210 -0.659
H 1.133 -0.387 -4.236 0.231
H 0.963 -1.052 -5.916 0.168
H 1.172 -0.056 -7.621 0.141
H 1.339 1.708 -7.693 0.258
N 2.536 -3.409 -3.349 -0.364
C 1.860 -4.434 -2.718 0.554
N 2.659 -5.421 -2.182 -0.472
O 0.650 -4.506 -2.647 -0.681
H 1.923 -2.668 -3.643 0.158
H 3.534 -3.350 -3.304 0.198
H 3.641 -5.398 -2.383 0.228
H 2.200 -5.971 -1.478 0.218
N 3.174 -3.214 0.068 -0.209
C 2.963 -3.477 1.400 0.433
N 3.940 -4.294 1.875 -0.470
O 2.051 -2.999 2.063 -0.846
H 3.556 -3.915 -0.536 0.178
H 2.757 -2.375 -0.306 0.133
H 3.974 -4.353 2.881 0.261
H 4.674 -4.599 1.273 0.139
N 0.097 -1.625 -0.519 1.473
C 0.737 -0.705 -1.295 -0.439
N 1.491 0.157 -0.586 1.008
O 0.558 -0.558 -2.514 -0.361
H 0.283 -1.617 0.470 -0.588
H -0.665 -2.157 -0.912 -0.362
H 1.699 -0.059 0.379 -0.249
H 1.736 1.032 -1.067 -0.061


54
Properties=species:S:1:pos:R:3:nbo_charge:R:1 method="wB97M-V/def2-TZVPD" max_force_ev_per_a=1.5 e_lumo_ev=-2.119 homo_energy_ha=-0.2406 e_tot_ev=-56145.884 de_lowest_kj_mol=64.8
C 5.401 -1.926 0.754 -0.249
O 4.531 -1.973 -0.393 -0.503
C 3.628 -0.971 -0.568 0.307
C 2.751 -1.077 -1.665 -0.295
C 1.680 -0.220 -1.778 -0.189
C 1.391 0.782 -0.794 -0.085
C 0.191 1.563 -0.902 -0.398
C -0.095 2.585 0.103 0.766
O 0.338 2.588 1.244 -0.619
O -0.906 3.646 -0.270 -0.534
C -1.903 3.372 -1.280 0.530
C -2.932 2.409 -0.764 -0.666
C -2.514 4.708 -1.716 -0.626
O -1.248 2.820 -2.449 -0.527
C -0.298 1.840 -2.262 0.771
O 0.117 1.306 -3.279 -0.620
C 2.333 0.892 0.265 -0.126
C 3.467 0.103 0.329 -0.342
H 6.029 -2.806 0.650 0.200
H 6.015 -1.018 0.743 0.182
H 4.820 -1.985 1.682 0.170
H 2.920 -1.883 -2.378 0.219
H 1.080 -0.251 -2.681 0.263
H -2.425 1.458 -0.511 0.220
H -3.410 2.820 0.133 0.224
H -3.684 2.208 -1.536 0.221
H -1.731 5.366 -2.100 0.232
H -3.255 4.541 -2.504 0.220
H -2.999 5.191 -0.864 0.219
H 2.154 1.622 1.044 0.244
H 4.190 0.277 1.123 0.214
C 1.140 -0.476 3.818 -0.161
C -0.170 0.013 3.770 -0.226
C -0.980 -0.248 2.669 -0.087
C -0.459 -0.968 1.575 -0.178
C -1.139 -1.083 0.297 -0.294
S -0.372 -2.022 -0.901 0.497
C -1.711 -2.967 -1.639 -0.549
C -2.892 -3.261 -0.721 -0.420
C -3.694 -2.030 -0.345 -0.529
S -2.749 -0.582 0.136 0.355
C 0.801 -1.587 1.713 -0.145
C 1.636 -1.262 2.771 -0.209
H 1.757 -0.313 4.698 0.219
H -0.563 0.593 4.607 0.224
H -2.021 0.089 2.632 0.220
H -1.999 -2.401 -2.533 0.235
H -1.226 -3.905 -1.947 0.249
H -3.566 -3.942 -1.263 0.235
H -2.542 -3.751 0.196 0.221
H -4.321 -1.693 -1.182 0.229
H -4.345 -2.221 0.520 0.236
H 1.120 -2.317 0.965 0.233
H 2.658 -1.650 2.785 0.220


9
Properties=species:S:1:pos:R:3:nbo_charge:R:1 method="wB97M-V/def2-TZVPD" max_force_ev_per_a=3.1 e_lumo_ev=-0.912 homo_energy_ha=-0.3091 e_tot_ev=-21183.285 de_lowest_kj_mol=111.6
C 0.721 0.030 1.050 -0.996
N -0.768 -0.270 -1.289 -1.155
P -0.990 1.324 -1.125 0.734
P 0.494 -1.018 -0.473 0.841
H 1.160 1.022 0.846 0.247
H 1.366 -0.564 1.843 0.248
H -0.280 0.231 1.430 0.230
H -1.423 1.689 -2.337 -0.106
H -0.280 -2.443 0.055 -0.043